[1]
Density functional theory data (ωB97M-V with the def2-TZVPD basis set) for a single C3H3NO molecule.

Geometry (Å):
N: -1.800 -1.428 1.063
C: -0.934 -0.933 0.496
C: 0.082 -0.353 -0.360
C: 0.533 1.005 0.078
O: 0.197 1.513 1.141
H: -0.186 -0.391 -1.421
H: 0.942 -0.985 -0.410
H: 1.167 1.571 -0.588

Total charge: 0
Multiplicity: 1
E_HOMO, eV: -10.8
Lowest unoccupied orbital energy, eV: 0.6
M, g/mol: 69.1
Gap between HOMO and LUMO, eV: 11.41
Largest force on an atom, eV/A: 2.8

---

[2]
Density functional theory data (ωB97M-V with the def2-TZVPD basis set) for a molecular structure, C21H31F6GeNO3PtSb.

Geometry (Å):
Pt: 0.313 -0.302 0.434
C: 0.406 -3.099 3.133
C: 1.318 -1.886 3.092
C: 2.717 -2.208 3.584
C: 0.721 -0.704 3.833
O: 1.455 -1.489 1.676
Ge: 2.470 -2.133 0.209
O: 0.680 -2.054 -0.526
C: -0.094 -2.640 -1.630
C: 0.550 -4.006 -1.840
C: -1.532 -2.757 -1.176
C: 0.053 -1.751 -2.849
O: 2.154 -0.158 -0.296
C: 3.009 1.011 -0.026
C: 2.583 2.116 -0.974
C: 2.884 1.440 1.425
C: 4.417 0.528 -0.340
H: 0.274 -3.437 4.161
H: 0.833 -3.926 2.561
H: -0.577 -2.857 2.726
H: 2.672 -2.546 4.619
H: 3.364 -1.330 3.543
H: 3.170 -3.015 3.003
H: 0.696 -0.926 4.900
H: -0.303 -0.507 3.518
H: 1.330 0.190 3.694
H: 0.480 -4.612 -0.937
H: 1.595 -3.914 -2.142
H: 0.020 -4.525 -2.638
H: -1.613 -3.332 -0.254
H: -2.115 -3.258 -1.949
H: -1.978 -1.774 -1.021
H: 1.102 -1.641 -3.129
H: -0.367 -0.762 -2.653
H: -0.487 -2.183 -3.691
H: 1.604 2.511 -0.705
H: 2.546 1.745 -1.999
H: 3.298 2.937 -0.928
H: 1.864 1.755 1.662
H: 3.533 2.297 1.608
H: 3.172 0.639 2.106
H: 4.480 0.150 -1.361
H: 4.733 -0.256 0.353
H: 5.119 1.355 -0.240
F: -1.456 -0.669 1.382
Sb: -3.486 -0.368 1.458
F: -3.414 -0.319 -0.427
F: -3.056 1.473 1.416
F: -3.191 -0.391 3.298
F: -5.318 -0.077 1.533
F: -3.572 -2.233 1.399
N: -5.015 6.703 -3.929
C: -4.370 5.874 -3.465
C: -3.563 4.837 -2.886
C: -4.029 4.159 -1.758
C: -3.257 3.164 -1.203
C: -2.007 2.850 -1.777
C: -1.547 3.549 -2.913
C: -2.326 4.534 -3.468
C: -1.239 1.839 -1.208
C: -0.554 0.979 -0.647
H: -4.988 4.421 -1.336
H: -3.573 2.622 -0.324
H: -0.587 3.289 -3.337
H: -2.001 5.081 -4.341

Total charge: +1
Multiplicity: 1
E_HOMO, eV: -12.2
Lowest unoccupied orbital energy, eV: -7.1
M, g/mol: 848.9
Gap between HOMO and LUMO, eV: 5.05
Largest force on an atom, eV/A: 1.0

---

[3]
Density functional theory data (ωB97M-V with the def2-TZVPD basis set) for a single C5H10O molecule.

Geometry (Å):
C: -1.452 0.227 0.905
C: -0.273 -0.581 0.393
C: -0.087 -0.924 -1.029
C: 0.831 0.344 -1.262
C: 1.046 0.320 0.318
O: 1.009 1.567 0.985
H: -1.466 0.128 2.000
H: -1.418 1.296 0.683
H: -2.376 -0.217 0.520
H: -0.798 -1.724 0.500
H: 0.528 -1.815 -1.172
H: -1.137 -1.530 -0.997
H: 1.747 0.251 -1.879
H: 0.311 1.261 -1.542
H: 1.953 -0.228 0.581
H: 1.900 1.945 1.007

Total charge: 0
Multiplicity: 1
E_HOMO, eV: -9.0
Lowest unoccupied orbital energy, eV: 0.8
M, g/mol: 86.1
Gap between HOMO and LUMO, eV: 9.79
Largest force on an atom, eV/A: 3.8

---

[4]
Density functional theory data (ωB97M-V with the def2-TZVPD basis set) for 2 unconnected molecules or ions with the total composition C24H28N4O5S.

Geometry (Å):
O: -3.776 2.977 -5.146
C: -4.447 3.121 -4.139
O: -5.758 2.806 -4.073
C: -3.809 3.772 -2.915
C: -2.419 3.199 -2.549
C: -2.504 2.052 -1.581
N: -2.869 0.861 -2.009
C: -2.914 -0.210 -1.112
S: -3.351 -1.898 -1.461
C: -3.049 -2.309 0.223
C: -2.658 -1.265 0.964
C: -2.575 -0.036 0.207
C: -2.176 1.271 0.661
O: -1.845 1.535 1.807
N: -2.178 2.285 -0.252
C: -2.360 -1.612 2.377
C: -2.738 -3.115 2.426
C: -3.095 -3.584 0.990
H: -5.965 2.413 -4.934
H: -4.490 3.677 -2.065
H: -3.709 4.837 -3.139
H: -1.889 2.868 -3.447
H: -1.820 3.995 -2.098
H: -1.806 3.176 0.049
H: -2.964 -1.017 3.068
H: -1.301 -1.453 2.600
H: -3.602 -3.253 3.083
H: -1.908 -3.705 2.827
H: -2.357 -4.295 0.607
H: -4.089 -4.041 0.952
C: 4.639 -0.918 -1.300
N: 3.999 0.397 -1.268
C: 3.392 0.984 -0.231
O: 2.855 2.075 -0.395
C: 3.316 0.287 1.143
C: 1.909 -0.272 1.403
C: 1.424 -1.216 0.322
C: 1.652 -2.599 0.438
C: 1.244 -3.467 -0.590
C: 0.614 -2.953 -1.737
C: 0.383 -1.572 -1.854
C: 0.784 -0.705 -0.823
N: 3.665 1.210 2.225
C: 4.311 0.857 3.334
C: 4.532 1.944 4.359
O: 4.727 -0.276 3.539
H: 5.432 -0.974 -0.553
H: 5.073 -1.093 -2.286
H: 3.901 -1.699 -1.104
H: 3.977 0.928 -2.125
H: 4.016 -0.547 1.154
H: 1.202 0.556 1.485
H: 1.908 -0.798 2.359
H: 2.143 -2.995 1.316
H: 1.415 -4.531 -0.499
H: 0.299 -3.621 -2.527
H: -0.112 -1.175 -2.729
H: 0.605 0.357 -0.916
H: 3.361 2.167 2.123
H: 5.080 1.526 5.202
H: 3.567 2.317 4.699
H: 5.107 2.753 3.912

Total charge: 0
Multiplicity: 1
E_HOMO, eV: -8.2
Lowest unoccupied orbital energy, eV: 0.5
M, g/mol: 484.6
Gap between HOMO and LUMO, eV: 8.64
Largest force on an atom, eV/A: 2.4

---

[5]
Density functional theory data (ωB97M-V with the def2-TZVPD basis set) for a molecular structure, H14O7Zn.

Geometry (Å):
Zn: -0.071 -0.366 0.079
O: 0.825 1.145 1.160
H: 1.348 1.857 0.824
H: 1.332 0.692 1.864
O: -1.098 -0.916 1.795
H: -1.955 -0.693 2.190
H: -0.803 -1.711 2.314
O: -1.505 0.851 -0.587
H: -2.195 1.357 -0.176
H: -1.788 0.993 -1.502
O: 1.049 0.132 -1.607
H: 1.503 0.909 -1.873
H: 1.398 -0.563 -2.157
O: 0.138 3.195 -0.448
H: 0.080 3.545 0.479
H: -0.465 2.523 -0.450
O: 1.509 -1.620 0.407
H: 2.448 -1.550 0.509
H: 1.299 -2.434 -0.103
O: -0.995 -2.069 -0.848
H: -0.768 -2.563 -1.635
H: -1.285 -2.714 -0.235

Total charge: +2
Multiplicity: 1
E_HOMO, eV: -18.4
Lowest unoccupied orbital energy, eV: -7.3
M, g/mol: 191.5
Gap between HOMO and LUMO, eV: 11.12
Largest force on an atom, eV/A: 4.3

---

[6]
Density functional theory data (ωB97M-V with the def2-TZVPD basis set) for 3 unconnected molecules or ions with the total composition C27H44N5O2.

Geometry (Å):
C: 2.892 -6.451 3.547
C: 2.817 -5.195 2.984
C: 2.993 -4.955 1.638
C: 2.903 -3.599 1.069
C: 1.746 -2.865 1.224
C: 1.732 -1.565 0.692
N: 2.742 -1.016 0.076
N: 3.796 -1.773 -0.054
C: 3.962 -2.999 0.390
C: 3.224 -6.089 0.857
C: 3.247 -7.302 1.508
N: 3.111 -7.529 2.803
H: 2.758 -6.542 4.621
H: 2.605 -4.349 3.638
H: 0.894 -3.272 1.755
H: 0.822 -0.990 0.847
H: 4.579 -1.361 -0.558
H: 4.892 -3.536 0.248
H: 3.371 -6.008 -0.215
H: 3.396 -8.182 0.881
C: -3.413 1.975 4.601
C: -2.242 0.977 4.409
C: -0.905 1.728 4.366
C: -0.623 2.437 3.041
C: -0.815 1.483 1.866
C: -2.190 0.813 1.870
N: -2.483 0.163 3.179
O: -1.785 -0.933 3.259
C: -3.261 1.863 1.521
C: -2.269 -0.190 0.724
C: -2.253 0.113 5.672
H: -4.317 1.633 4.096
H: -3.678 2.081 5.652
H: -3.177 2.978 4.243
H: -0.087 1.024 4.552
H: -0.871 2.455 5.181
H: -1.263 3.316 2.935
H: 0.403 2.811 3.043
H: -0.673 2.024 0.927
H: -0.026 0.720 1.898
H: -4.262 1.433 1.574
H: -3.111 2.228 0.504
H: -3.238 2.744 2.157
H: -1.486 -0.948 0.779
H: -2.146 0.318 -0.234
H: -3.235 -0.699 0.708
H: -3.172 -0.469 5.747
H: -2.184 0.749 6.554
H: -1.407 -0.572 5.715
C: -1.182 0.548 -5.339
C: -1.228 1.529 -4.138
C: -1.145 2.979 -4.635
C: 0.260 3.423 -5.051
C: 1.272 3.105 -3.954
C: 1.237 1.635 -3.535
N: -0.135 1.186 -3.178
O: -0.423 1.663 -2.004
C: 1.814 0.773 -4.675
C: 2.191 1.416 -2.364
C: -2.612 1.323 -3.517
H: -0.685 -0.386 -5.074
H: -2.184 0.273 -5.667
H: -0.681 0.971 -6.210
H: -1.492 3.654 -3.846
H: -1.830 3.115 -5.474
H: 0.547 2.950 -5.994
H: 0.259 4.497 -5.242
H: 2.277 3.368 -4.293
H: 1.068 3.745 -3.089
H: 1.748 -0.290 -4.436
H: 2.867 1.013 -4.830
H: 1.331 0.934 -5.635
H: 1.960 2.053 -1.510
H: 3.216 1.646 -2.656
H: 2.159 0.377 -2.034
H: -2.723 0.312 -3.120
H: -3.381 1.475 -4.272
H: -2.817 2.032 -2.715

Total charge: +1
Multiplicity: 3
E_HOMO (spin up / spin down), eV: -10.6 / -11.4
Expectation value of S²: 2.01
Lowest unoccupied orbital energy (spin up / spin down), eV: -5.0 / -5.0
M, g/mol: 470.7
Gap between HOMO and LUMO (spin up / spin down), eV: 5.64 / 6.46
Largest force on an atom, eV/A: 2.8

---

[7]
Density functional theory data (ωB97M-V with the def2-TZVPD basis set) for a molecular structure, C40H43InP2Si.

Geometry (Å):
C: 0.666 -1.255 -4.023
C: -0.356 -1.788 -3.225
C: -1.672 -1.803 -3.714
C: -1.942 -1.468 -5.035
C: -0.895 -1.089 -5.881
C: 0.401 -0.968 -5.350
P: 0.019 -2.137 -1.502
C: -1.303 -3.244 -1.006
C: -2.396 -2.739 -0.278
C: -3.442 -3.604 0.048
C: -3.362 -4.956 -0.316
C: -2.259 -5.454 -1.029
C: -1.226 -4.592 -1.386
In: -0.068 -0.018 -0.208
P: 0.068 2.095 -1.545
C: -1.294 2.078 -2.733
C: -1.122 2.351 -4.100
C: -2.211 2.287 -4.970
C: -3.468 1.893 -4.498
C: -3.625 1.542 -3.159
C: -2.547 1.621 -2.287
C: -0.174 3.537 -0.456
C: 0.724 3.719 0.620
C: 0.504 4.728 1.562
C: -0.642 5.537 1.464
C: -1.537 5.369 0.391
C: -1.301 4.382 -0.579
C: 1.656 2.320 -2.403
C: 2.681 1.372 -2.239
C: 3.906 1.547 -2.880
C: 4.123 2.668 -3.689
C: 3.120 3.632 -3.832
C: 1.899 3.477 -3.173
C: 1.601 -3.010 -1.464
C: 2.063 -3.735 -2.579
C: 3.327 -4.324 -2.529
C: 4.126 -4.181 -1.384
C: 3.645 -3.489 -0.263
C: 2.372 -2.930 -0.286
H: 1.584 3.044 0.735
H: 1.234 4.869 2.369
H: -0.849 6.276 2.254
H: -2.428 6.008 0.318
H: -1.990 4.278 -1.422
H: -0.142 2.618 -4.493
H: -2.084 2.516 -6.031
H: -4.308 1.797 -5.187
H: -4.592 1.200 -2.787
H: -2.664 1.323 -1.245
H: 2.501 0.500 -1.598
H: 4.686 0.795 -2.734
H: 5.089 2.779 -4.178
H: 3.299 4.511 -4.457
H: 1.137 4.252 -3.270
H: 1.440 -3.837 -3.474
H: 3.678 -4.889 -3.397
H: 5.126 -4.613 -1.357
H: 4.252 -3.389 0.639
H: 1.967 -2.420 0.598
H: -2.431 -1.684 0.028
H: -4.309 -3.208 0.589
H: -4.175 -5.624 -0.032
H: -2.201 -6.512 -1.306
H: -0.358 -4.944 -1.944
H: -2.467 -2.122 -3.044
H: -2.970 -1.497 -5.406
H: -1.124 -0.810 -6.915
H: 1.297 -0.646 -5.894
H: 1.686 -1.101 -3.660
H: 0.274 0.891 -7.176
H: 0.894 0.701 -6.792
C: -1.801 -0.019 3.358
Si: -0.125 -0.826 3.146
C: 0.765 -0.579 4.772
C: -0.237 -2.669 2.843
C: 0.862 0.038 1.792
H: -2.395 -0.514 4.137
H: -2.397 -0.033 2.439
H: -1.686 1.032 3.649
H: 0.185 -1.057 5.571
H: 1.764 -1.022 4.736
H: 0.887 0.483 5.000
H: -0.717 -2.956 1.901
H: 0.763 -3.118 2.846
H: -0.812 -3.138 3.653
H: 0.936 1.114 2.031
H: 1.915 -0.298 1.772

Total charge: +2
Multiplicity: 1
E_HOMO, eV: -14.2
Lowest unoccupied orbital energy, eV: -7.1
M, g/mol: 728.6
Gap between HOMO and LUMO, eV: 7.15
Largest force on an atom, eV/A: 2.2

---

[8]
Density functional theory data (ωB97M-V with the def2-TZVPD basis set) for a molecular structure, C38H12F18GeMoN5O4S.

Geometry (Å):
Mo: -0.161 0.582 -0.419
C: 2.165 1.946 -3.768
C: 1.846 1.095 -4.827
C: 1.016 0.026 -4.601
C: 0.494 -0.221 -3.330
N: 0.788 0.640 -2.307
C: 1.624 1.692 -2.550
N: -0.291 -1.353 -3.212
C: -0.507 -1.887 -2.071
N: -0.074 -1.350 -0.859
C: -0.079 -2.362 0.116
N: 0.553 -2.315 1.219
C: 1.438 -1.274 1.507
C: 2.341 -1.511 2.541
C: 3.307 -0.583 2.853
C: 3.379 0.601 2.121
C: 2.466 0.803 1.130
N: 1.503 -0.100 0.818
C: -0.833 -3.495 -0.448
C: -1.272 -4.663 0.134
C: -2.008 -5.533 -0.664
C: -2.279 -5.238 -1.999
C: -1.818 -4.063 -2.584
C: -1.100 -3.201 -1.783
H: 2.804 2.807 -3.898
H: 2.245 1.276 -5.818
H: 0.741 -0.669 -5.381
H: 1.823 2.356 -1.723
H: 2.245 -2.448 3.070
H: 4.005 -0.771 3.660
H: 4.116 1.364 2.335
H: 2.470 1.721 0.561
H: -1.068 -4.882 1.176
H: -2.386 -6.454 -0.238
H: -2.864 -5.933 -2.588
H: -2.024 -3.827 -3.621
O: 0.168 2.259 -0.214
O: 0.531 3.453 -0.232
F: -2.418 2.641 1.258
C: -2.427 3.900 0.788
C: -2.778 4.141 -0.527
C: -2.742 5.462 -0.957
F: -3.057 5.798 -2.211
C: -2.378 6.487 -0.113
F: -2.346 7.743 -0.543
C: -2.043 6.202 1.196
F: -1.697 7.183 2.012
C: -2.063 4.902 1.655
F: -1.722 4.632 2.910
Ge: -3.336 2.694 -1.692
S: -2.228 0.747 -1.612
C: -5.232 2.340 -1.428
C: -6.079 3.439 -1.391
F: -5.575 4.676 -1.503
C: -7.443 3.322 -1.274
F: -8.224 4.395 -1.251
C: -7.999 2.062 -1.190
F: -9.309 1.927 -1.078
C: -7.195 0.943 -1.229
F: -7.743 -0.265 -1.157
C: -5.830 1.088 -1.352
F: -5.119 -0.040 -1.405
C: -2.951 3.153 -3.561
C: -1.628 3.354 -3.920
F: -0.660 3.319 -2.984
C: -1.236 3.589 -5.216
F: 0.048 3.765 -5.527
C: -2.195 3.625 -6.208
F: -1.835 3.837 -7.465
C: -3.523 3.430 -5.896
F: -4.436 3.457 -6.860
C: -3.884 3.192 -4.585
F: -5.185 2.998 -4.349
F: -3.839 -1.390 2.662
C: -3.237 -0.680 1.726
F: -4.017 0.352 1.387
F: -3.049 -1.456 0.643
C: -1.892 -0.162 2.249
O: -1.652 -0.203 3.415
O: -1.060 0.307 1.318

Total charge: +1
Multiplicity: 1
E_HOMO (spin up / spin down), eV: -11.8 / -11.8
Lowest unoccupied orbital energy (spin up / spin down), eV: -5.8 / -5.9
M, g/mol: 1145.1
Gap between HOMO and LUMO (spin up / spin down), eV: 6.00 / 5.98
Largest force on an atom, eV/A: 2.6

---

> Number 5 is which compound?

H14O7Zn

---

What did the fourth record say?
Density functional theory data (ωB97M-V with the def2-TZVPD basis set) for 2 unconnected molecules or ions with the total composition C24H28N4O5S.

Geometry (Å):
O: -3.776 2.977 -5.146
C: -4.447 3.121 -4.139
O: -5.758 2.806 -4.073
C: -3.809 3.772 -2.915
C: -2.419 3.199 -2.549
C: -2.504 2.052 -1.581
N: -2.869 0.861 -2.009
C: -2.914 -0.210 -1.112
S: -3.351 -1.898 -1.461
C: -3.049 -2.309 0.223
C: -2.658 -1.265 0.964
C: -2.575 -0.036 0.207
C: -2.176 1.271 0.661
O: -1.845 1.535 1.807
N: -2.178 2.285 -0.252
C: -2.360 -1.612 2.377
C: -2.738 -3.115 2.426
C: -3.095 -3.584 0.990
H: -5.965 2.413 -4.934
H: -4.490 3.677 -2.065
H: -3.709 4.837 -3.139
H: -1.889 2.868 -3.447
H: -1.820 3.995 -2.098
H: -1.806 3.176 0.049
H: -2.964 -1.017 3.068
H: -1.301 -1.453 2.600
H: -3.602 -3.253 3.083
H: -1.908 -3.705 2.827
H: -2.357 -4.295 0.607
H: -4.089 -4.041 0.952
C: 4.639 -0.918 -1.300
N: 3.999 0.397 -1.268
C: 3.392 0.984 -0.231
O: 2.855 2.075 -0.395
C: 3.316 0.287 1.143
C: 1.909 -0.272 1.403
C: 1.424 -1.216 0.322
C: 1.652 -2.599 0.438
C: 1.244 -3.467 -0.590
C: 0.614 -2.953 -1.737
C: 0.383 -1.572 -1.854
C: 0.784 -0.705 -0.823
N: 3.665 1.210 2.225
C: 4.311 0.857 3.334
C: 4.532 1.944 4.359
O: 4.727 -0.276 3.539
H: 5.432 -0.974 -0.553
H: 5.073 -1.093 -2.286
H: 3.901 -1.699 -1.104
H: 3.977 0.928 -2.125
H: 4.016 -0.547 1.154
H: 1.202 0.556 1.485
H: 1.908 -0.798 2.359
H: 2.143 -2.995 1.316
H: 1.415 -4.531 -0.499
H: 0.299 -3.621 -2.527
H: -0.112 -1.175 -2.729
H: 0.605 0.357 -0.916
H: 3.361 2.167 2.123
H: 5.080 1.526 5.202
H: 3.567 2.317 4.699
H: 5.107 2.753 3.912

Total charge: 0
Multiplicity: 1
E_HOMO, eV: -8.2
Lowest unoccupied orbital energy, eV: 0.5
M, g/mol: 484.6
Gap between HOMO and LUMO, eV: 8.64
Largest force on an atom, eV/A: 2.4

---

Please write out number 5 again, unchanged.
Density functional theory data (ωB97M-V with the def2-TZVPD basis set) for a molecular structure, H14O7Zn.

Geometry (Å):
Zn: -0.071 -0.366 0.079
O: 0.825 1.145 1.160
H: 1.348 1.857 0.824
H: 1.332 0.692 1.864
O: -1.098 -0.916 1.795
H: -1.955 -0.693 2.190
H: -0.803 -1.711 2.314
O: -1.505 0.851 -0.587
H: -2.195 1.357 -0.176
H: -1.788 0.993 -1.502
O: 1.049 0.132 -1.607
H: 1.503 0.909 -1.873
H: 1.398 -0.563 -2.157
O: 0.138 3.195 -0.448
H: 0.080 3.545 0.479
H: -0.465 2.523 -0.450
O: 1.509 -1.620 0.407
H: 2.448 -1.550 0.509
H: 1.299 -2.434 -0.103
O: -0.995 -2.069 -0.848
H: -0.768 -2.563 -1.635
H: -1.285 -2.714 -0.235

Total charge: +2
Multiplicity: 1
E_HOMO, eV: -18.4
Lowest unoccupied orbital energy, eV: -7.3
M, g/mol: 191.5
Gap between HOMO and LUMO, eV: 11.12
Largest force on an atom, eV/A: 4.3

---

> Look up the largest force on an atom of the second one.

1.0 eV/A